2 unconnected molecules or ions with the total composition C18H19Cl2N3O6 in a non-equilibrium geometry, computed with ωB97M-V/def2-TZVPD.

```
48
C18H19Cl2N3O6 (ωB97M-V/def2-TZVPD)
O 3.644 0.328 3.845
O 2.678 0.222 0.180
O 2.194 -4.128 -3.699
O 2.887 -2.236 -4.526
Cl -3.584 5.360 -2.411
Cl -1.851 -3.090 -0.498
O -2.229 -0.302 -1.318
O -4.046 0.352 -3.380
C 2.643 -0.224 4.276
C 1.988 0.213 1.192
C -2.271 3.361 -1.095
C -0.371 -0.239 -2.938
C -1.952 2.021 -0.848
C -3.774 2.674 -2.858
C 0.696 -0.898 -3.553
C 0.180 -2.887 -2.298
C -3.183 3.690 -2.101
C -0.887 -2.227 -1.677
C -1.176 -0.891 -1.986
C -2.539 1.002 -1.606
C -3.459 1.331 -2.620
C 1.000 -2.240 -3.246
N 1.293 1.324 1.481
N 1.778 -0.882 3.506
N 2.089 -2.907 -3.861
C 2.325 -0.162 5.753
C 0.300 1.555 2.529
C 0.840 -2.022 1.581
C 1.945 -1.073 2.061
H -4.741 0.721 -3.944
H -1.815 4.152 -0.507
H -0.559 0.794 -3.207
H -1.246 1.757 -0.066
H -4.479 2.945 -3.635
H 1.295 -0.349 -4.276
H 0.367 -3.919 -2.018
H 1.491 2.088 0.853
H 0.983 -1.312 3.945
H 3.147 0.336 6.267
H 1.407 0.403 5.901
H 2.214 -1.172 6.144
H -0.367 0.696 2.618
H 0.802 1.733 3.482
H -0.295 2.435 2.282
H -0.138 -1.550 1.679
H 0.861 -2.946 2.159
H 1.013 -2.265 0.533
H 2.903 -1.572 1.905
```

Output
- structure (SMILES) = O=[N+]([O-])c1ccc(Oc2ccc(Cl)cc2O)c(Cl)c1.CNC(=O)[C@H](C)NC(C)=O
- HOMO-LUMO gap (eV) = 8.70
- lowest unoccupied orbital energy (eV) = -0.711

***

A molecular structure, C16H46ClO11PbS7 in a non-equilibrium geometry, computed with ωB97M-V/def2-TZVPD.

```
82
C16H46ClO11PbS7 (ωB97M-V/def2-TZVPD)
Pb -0.156 0.336 -0.529
Cl -0.615 -0.373 -3.162
O 2.083 0.702 3.721
S 2.665 1.014 2.430
O 1.945 1.950 1.612
O 4.114 1.548 2.615
C 4.498 2.112 3.866
C 4.983 3.532 3.545
C 2.991 -0.443 1.584
H 5.281 1.501 4.349
H 3.619 2.137 4.506
H 4.379 4.033 2.726
H 6.030 3.478 3.322
H 4.966 4.087 4.503
H 3.708 -0.365 0.728
H 2.021 -0.750 1.214
H 3.402 -1.196 2.247
O -4.586 -1.940 -0.619
S -3.323 -2.429 -1.049
O -2.103 -1.708 -0.735
O -3.025 -3.889 -0.545
C -4.162 -4.796 -0.260
C -3.356 -6.033 0.164
C -3.522 -2.612 -2.806
H -4.772 -4.931 -1.147
H -4.676 -4.401 0.586
H -2.875 -6.459 -0.728
H -3.996 -6.835 0.525
H -2.579 -5.900 0.915
H -3.565 -1.601 -3.219
H -4.431 -3.170 -2.999
H -2.643 -3.018 -3.336
C -4.210 3.349 -0.047
S -3.200 2.350 -1.145
O -2.328 1.568 -0.169
C -4.457 1.129 -1.766
H -4.783 4.049 -0.678
H -3.510 3.924 0.571
H -4.829 2.630 0.501
H -5.153 0.924 -0.921
H -3.900 0.256 -2.069
H -4.995 1.626 -2.588
C 0.708 5.204 0.759
S 1.413 4.254 -0.618
O 0.388 3.183 -0.866
C 0.978 5.487 -1.961
H 0.886 4.578 1.662
H -0.397 5.192 0.547
H 1.125 6.204 0.762
H -0.062 5.784 -1.857
H 1.046 5.025 -2.952
H 1.565 6.401 -1.885
C 2.646 -3.562 -0.732
S 0.842 -3.378 -0.498
O 0.513 -1.987 0.032
C 0.267 -3.357 -2.179
H 3.174 -3.643 0.225
H 3.036 -2.635 -1.167
H 2.926 -4.366 -1.409
H 0.812 -2.573 -2.677
H -0.762 -3.028 -2.158
H 0.311 -4.394 -2.646
C 4.698 0.551 -2.417
S 2.959 0.163 -2.690
O 2.291 0.090 -1.341
C 2.483 1.798 -3.434
H 5.229 0.525 -3.393
H 5.183 -0.208 -1.828
H 4.879 1.478 -1.854
H 1.461 1.668 -3.872
H 3.183 2.130 -4.235
H 2.488 2.515 -2.625
C -2.409 -0.597 4.177
S -2.129 -1.053 2.364
O -1.109 -0.045 1.897
C -1.186 -2.656 2.504
H -2.887 0.382 4.071
H -1.390 -0.466 4.504
H -3.008 -1.308 4.748
H -0.198 -2.454 2.925
H -1.087 -2.872 1.434
H -1.800 -3.412 2.966
```

Output
- charge = +1
- HOMO-LUMO gap (eV) = 9.09
- lowest unoccupied orbital energy (eV) = -1.552

***

40 unconnected molecules or ions with the total composition H80O40 in a non-equilibrium geometry, computed with ωB97M-V/def2-TZVPD.

```
120
H80O40 (ωB97M-V/def2-TZVPD)
H -6.788 -1.518 -1.714
H -6.656 -0.539 -2.984
O -6.925 -0.645 -2.070
H 4.731 0.293 3.886
H 3.862 1.596 3.937
O 4.284 0.909 4.469
H -0.531 -3.733 0.728
H -0.640 -3.105 -0.597
O -0.565 -3.989 -0.209
H 1.152 0.623 0.859
H 0.916 2.030 0.529
O 0.419 1.334 0.990
H -0.862 0.689 -5.531
H -2.030 1.092 -6.580
O -1.122 1.154 -6.307
H -1.009 1.504 3.616
O -0.561 0.716 3.333
H 2.629 0.218 4.843
O 1.706 0.048 4.629
H -2.293 5.067 -0.298
H -0.880 4.403 -0.380
O -1.365 5.206 -0.490
H 0.315 -1.119 -3.717
H -0.995 -0.638 -4.404
O -0.060 -0.837 -4.553
H -6.054 1.013 -1.304
H -6.771 1.789 -0.136
O -6.059 1.820 -0.779
H 1.039 -2.181 2.835
H 0.244 -1.165 2.437
O 0.985 -1.668 2.020
H 3.249 -3.112 -1.259
O 2.672 -2.372 -1.458
H -2.997 0.989 2.469
H -2.826 2.497 2.203
O -2.959 1.852 2.892
H -5.067 -1.485 -0.030
H -6.059 -2.484 0.553
O -5.933 -1.543 0.393
H -4.650 -2.980 -1.697
H -4.221 -2.191 -3.027
O -4.869 -2.708 -2.582
H 4.978 -2.695 2.927
H 4.473 -3.455 1.996
O 4.132 -3.184 2.873
H 4.629 -1.751 -4.397
H 4.006 -2.644 -5.443
O 4.119 -2.565 -4.490
H 1.202 0.059 -2.643
H 2.130 0.364 -3.872
O 2.116 0.148 -2.945
H 1.551 -0.959 -0.800
O 1.722 -0.087 -0.443
H 1.196 -6.034 -1.018
H 0.152 -6.585 -2.161
O 0.891 -5.993 -1.946
H 0.089 -3.997 3.664
O 0.976 -3.962 3.329
H 0.043 -1.874 5.789
H 0.885 -1.383 4.602
O 0.131 -1.981 4.849
H 1.678 -5.401 1.330
H 1.779 -4.159 0.519
O 1.855 -5.118 0.425
H -1.243 -0.733 -0.044
H -2.326 0.205 -0.239
O -1.830 -0.457 -0.764
H 0.569 4.883 2.468
H 0.094 5.102 1.054
O 0.721 4.592 1.578
H -1.930 1.242 -3.190
H -3.405 0.570 -2.805
O -2.831 0.991 -3.438
H 2.500 5.211 -1.030
H 1.375 5.396 -1.972
O 2.341 5.334 -1.979
H -1.367 2.349 0.064
H -2.559 2.803 -0.626
O -2.308 2.159 0.090
H -2.421 3.254 -2.454
H -3.896 3.261 -1.928
O -3.054 3.761 -1.941
H 3.648 -1.023 -0.666
H 4.106 0.187 -1.123
O 4.433 -0.456 -0.462
H 0.293 2.848 -2.715
H 1.511 3.745 -2.365
O 1.094 2.879 -2.183
H 1.153 -3.454 -5.859
O 0.347 -3.679 -5.377
H 3.351 0.207 2.874
H 3.211 -1.060 1.943
O 3.814 -0.405 2.295
H 2.678 0.076 -0.400
H -0.180 0.889 2.451
H 1.505 -3.422 3.913
H 1.141 0.372 5.336
H 3.026 -2.048 -2.303
H 0.530 -3.112 -4.616
O 3.427 2.023 -4.629
H 2.551 1.855 -4.267
H 3.970 2.395 -3.928
O -2.034 -1.568 3.596
H -1.909 -2.033 4.420
H -1.268 -0.984 3.463
O -1.343 2.241 6.118
H -2.289 2.199 6.237
H -1.196 2.470 5.208
O -0.403 0.780 -2.458
H -0.311 1.097 -1.546
H -0.712 -0.120 -2.333
O -3.567 -1.436 1.657
H -3.055 -2.146 2.069
H -4.425 -1.737 1.990
O 3.612 3.172 0.425
H 4.270 3.724 0.846
H 3.195 2.803 1.199
O 2.366 3.295 3.361
H 2.336 2.959 4.268
H 1.507 2.972 3.053
```

Output
- 2S+1 = 2
- charge = +1
- HOMO-LUMO gap (spin up / spin down) (eV) = 9.49 / 1.90
- relative energy (zero: lowest compared OMol25 entry of this formula, charge and spin) (kJ/mol) = 692.6
- lowest unoccupied orbital energy (spin up / spin down) (eV) = -3.333 / -10.799

***

A molecular structure, C8H3N3O2S in a non-equilibrium geometry, computed with ωB97M-V/def2-TZVPD.

```
17
C8H3N3O2S (ωB97M-V/def2-TZVPD)
O -2.383 1.883 0.044
O -1.415 2.213 1.859
C -2.544 -1.807 1.602
C -1.513 -1.219 1.213
N 2.624 -1.377 -1.166
N 2.583 1.039 -1.774
S 3.636 -0.183 -1.879
C -0.424 -0.615 0.512
C -0.437 0.809 0.312
C 0.591 -1.353 -0.036
C 0.369 1.411 -0.639
C 1.554 -0.717 -0.728
C 1.509 0.653 -1.116
N -1.455 1.685 0.824
H -3.292 -2.555 1.757
H 0.433 -2.366 0.265
H 0.164 2.499 -1.051
```

Output
- HOMO-LUMO gap (eV) = 7.82
- relative energy (zero: lowest compared OMol25 entry of this formula, charge and spin) (kJ/mol) = 2.3
- lowest unoccupied orbital energy (eV) = -1.546

***

| no. | electronic energy (a.u.) |
| --- | --- |
| 1 | -2233.33776 |
| 2 | -4904.92320 |
| 3 | -3057.03847 |
| 4 | -1019.37504 |